[1]
A molecular structure, C50H62IrN6OP2SSi2. Source: OMol25; level of theory: ωB97M-V with the def2-TZVPD basis set.

Multiplicity: 2
Charge: +2
HOMO energy (alpha / beta) (eV): -12.836 / -12.938
⟨S²⟩: 0.884
Relative energy (zero: lowest compared OMol25 entry of this formula, charge and spin) (kcal per mole): 51.13
Molar mass (g mol⁻¹): 1105.49
Electronic energy (eV): -111838.2203

Cartesian coordinates (Å):
1 Ir -0.18 0.15 -0.21
2 C -2.42 -4.47 1.25
3 Si -1.95 -3.18 -0.07
4 C -0.43 -3.83 -1.04
5 C -3.52 -2.85 -1.12
6 N -1.42 -1.62 0.55
7 P -0.97 -1.41 2.10
8 C -0.21 0.16 2.09
9 P -1.03 1.69 2.07
10 N -1.06 2.06 0.48
11 Si -0.75 3.59 -0.32
12 C 1.01 4.19 0.15
13 C -2.15 4.80 0.12
14 C -0.62 3.09 -2.16
15 C -2.70 1.61 2.74
16 C -3.80 1.66 1.89
17 C -5.07 1.63 2.42
18 C -5.24 1.54 3.80
19 C -4.15 1.46 4.64
20 C -2.87 1.49 4.11
21 C -0.14 2.92 3.05
22 C -0.79 4.08 3.45
23 C -0.08 5.07 4.12
24 C 1.27 4.89 4.38
25 C 1.91 3.73 3.99
26 C 1.21 2.73 3.33
27 C -2.36 -1.61 3.23
28 C -2.12 -1.75 4.59
29 C -3.17 -1.99 5.45
30 C -4.47 -2.06 4.95
31 C -4.71 -1.88 3.60
32 C -3.66 -1.65 2.73
33 C 0.32 -2.60 2.51
34 C 1.53 -2.43 1.85
35 C 2.56 -3.33 2.03
36 C 2.37 -4.43 2.86
37 C 1.16 -4.61 3.51
38 C 0.13 -3.71 3.33
39 H -3.13 -5.17 0.81
40 H -1.56 -5.04 1.58
41 H -2.89 -4.03 2.12
42 H -0.72 -4.29 -1.98
43 H 0.28 -3.04 -1.24
44 H 0.08 -4.60 -0.46
45 H -3.60 -3.60 -1.90
46 H -4.41 -2.95 -0.49
47 H -3.56 -1.87 -1.58
48 H 0.99 5.22 0.50
49 H 1.44 3.58 0.93
50 H 1.67 4.15 -0.72
51 H -1.81 5.55 0.83
52 H -2.48 5.33 -0.77
53 H -3.01 4.31 0.56
54 H -0.20 2.09 -2.24
55 H -1.57 3.09 -2.67
56 H 0.04 3.78 -2.69
57 H -3.63 1.74 0.82
58 H -5.93 1.70 1.78
59 H -6.24 1.52 4.21
60 H -4.29 1.39 5.71
61 H -2.00 1.45 4.75
62 H -1.84 4.21 3.24
63 H -0.59 5.97 4.44
64 H 1.82 5.67 4.89
65 H 2.96 3.59 4.20
66 H 1.69 1.82 3.02
67 H -1.10 -1.69 4.96
68 H -2.99 -2.14 6.50
69 H -5.29 -2.24 5.62
70 H -5.71 -1.95 3.22
71 H -3.82 -1.53 1.67
72 H 1.65 -1.57 1.20
73 H 3.50 -3.19 1.53
74 H 3.17 -5.14 3.01
75 H 1.02 -5.47 4.14
76 H -0.82 -3.87 3.83
77 C 6.20 -1.05 0.83
78 C 6.20 -0.61 -0.63
79 C 5.51 -1.64 -1.52
80 C 5.56 0.78 -0.78
81 N 4.19 0.79 -0.37
82 C 3.09 0.48 -1.07
83 N 2.06 0.57 -0.25
84 N 2.55 0.95 0.93
85 N 3.80 1.08 0.87
86 H 6.59 -2.07 0.91
87 H 5.20 -1.04 1.25
88 H 6.83 -0.41 1.44
89 H 7.23 -0.51 -0.97
90 H 4.50 -1.86 -1.16
91 H 6.07 -2.57 -1.52
92 H 5.44 -1.29 -2.55
93 H 5.61 1.10 -1.82
94 H 6.09 1.50 -0.15
95 H 3.07 0.20 -2.10
96 O 0.51 -0.67 -2.24
97 S 0.50 -1.35 -3.58
98 C -1.28 -1.68 -3.99
99 C -2.12 -0.46 -4.03
100 C -2.57 0.03 -5.25
101 C -3.37 1.16 -5.31
102 C -3.76 1.79 -4.14
103 C -3.31 1.31 -2.92
104 C -2.48 0.20 -2.86
105 C 0.79 0.04 -4.78
106 C 2.21 -0.06 -5.25
107 C 3.19 0.84 -4.83
108 C 4.49 0.71 -5.29
109 C 4.82 -0.32 -6.15
110 C 3.86 -1.22 -6.57
111 C 2.56 -1.10 -6.11
112 H -1.61 -2.38 -3.22
113 H -1.25 -2.19 -4.96
114 H -2.32 -0.48 -6.17
115 H -3.69 1.53 -6.27
116 H -4.40 2.65 -4.18
117 H -3.60 1.80 -2.00
118 H -2.11 -0.15 -1.90
119 H 0.58 0.96 -4.25
120 H 0.11 -0.09 -5.61
121 H 2.92 1.66 -4.18
122 H 5.24 1.42 -4.98
123 H 5.83 -0.41 -6.52
124 H 4.10 -2.01 -7.26
125 H 1.81 -1.80 -6.43


[2]
6 unconnected molecules or ions with the total composition C29H73O13PSi. Source: OMol25; level of theory: ωB97M-V with the def2-TZVPD basis set.

SMILES string: COCCCCCCCC[SiH2]P(O)O.COCCOC.COCCOC.COCCOC.COCCOC.COCCOC
HOMO energy (eV): -8.646
Relative energy (zero: lowest compared OMol25 entry of this formula, charge and spin) (kcal per mole): 0.00
Molar mass (g mol⁻¹): 688.95
Electronic energy (eV): -75034.6305

Cartesian coordinates (Å):
1 C -5.16 -4.88 2.38
2 O -5.28 -4.02 1.27
3 C -5.93 -2.78 1.55
4 C -4.98 -1.60 1.35
5 C -4.01 -1.32 2.50
6 C -2.60 -1.96 2.34
7 C -2.20 -2.98 3.42
8 C -0.71 -2.95 3.76
9 C -0.35 -3.79 4.98
10 C -1.10 -3.42 6.28
11 Si -1.27 -1.59 6.70
12 P -2.86 -1.27 8.33
13 O -3.88 -2.53 7.98
14 O -3.62 0.05 7.69
15 H -4.40 -5.63 2.15
16 H -4.85 -4.34 3.28
17 H -6.11 -5.39 2.59
18 H -6.30 -2.80 2.58
19 H -6.80 -2.69 0.89
20 H -5.59 -0.71 1.14
21 H -4.41 -1.81 0.44
22 H -3.90 -0.24 2.62
23 H -4.46 -1.68 3.44
24 H -1.86 -1.16 2.31
25 H -2.57 -2.45 1.37
26 H -2.44 -3.99 3.07
27 H -2.81 -2.82 4.32
28 H -0.39 -1.91 3.90
29 H -0.15 -3.33 2.90
30 H -0.57 -4.84 4.75
31 H 0.72 -3.73 5.16
32 H -0.58 -3.89 7.13
33 H -2.10 -3.87 6.28
34 H -1.70 -0.79 5.52
35 H 0.01 -1.04 7.20
36 H -3.98 -2.74 7.04
37 H -3.85 -0.02 6.75
38 C -0.89 -0.76 -1.07
39 O -0.49 -0.10 0.12
40 C 0.88 -0.26 0.43
41 C 1.72 0.93 0.01
42 O 1.73 1.11 -1.39
43 C 0.81 2.08 -1.86
44 H -1.86 -0.37 -1.35
45 H -0.18 -0.60 -1.89
46 H -0.98 -1.84 -0.90
47 H 1.28 -1.17 -0.04
48 H 0.96 -0.38 1.51
49 H 2.76 0.75 0.32
50 H 1.36 1.83 0.51
51 H 1.19 3.10 -1.70
52 H -0.16 1.97 -1.37
53 H 0.69 1.92 -2.93
54 C 4.98 3.10 -0.23
55 O 5.50 4.33 0.23
56 C 5.37 5.40 -0.69
57 C 4.16 6.27 -0.40
58 O 2.94 5.57 -0.60
59 C 2.36 5.07 0.59
60 H 4.92 2.44 0.63
61 H 3.98 3.22 -0.66
62 H 5.63 2.65 -0.98
63 H 5.32 5.02 -1.71
64 H 6.27 6.02 -0.60
65 H 4.18 7.11 -1.09
66 H 4.22 6.66 0.62
67 H 1.92 5.88 1.18
68 H 3.10 4.55 1.21
69 H 1.58 4.37 0.31
70 C 0.01 0.59 -5.66
71 O -0.01 2.01 -5.70
72 C 1.27 2.60 -5.64
73 C 1.81 2.98 -7.01
74 O 2.04 1.86 -7.84
75 C 0.99 1.61 -8.76
76 H -0.98 0.24 -5.94
77 H 0.75 0.18 -6.35
78 H 0.24 0.23 -4.65
79 H 1.98 1.93 -5.14
80 H 1.19 3.51 -5.04
81 H 2.77 3.48 -6.86
82 H 1.13 3.68 -7.49
83 H 1.01 2.33 -9.58
84 H 0.01 1.64 -8.28
85 H 1.15 0.61 -9.17
86 C 4.11 5.66 -5.29
87 O 2.95 6.40 -5.57
88 C 2.31 6.92 -4.42
89 C 2.63 8.39 -4.20
90 O 4.01 8.60 -3.94
91 C 4.74 9.03 -5.07
92 H 4.63 5.49 -6.23
93 H 4.79 6.18 -4.60
94 H 3.85 4.68 -4.85
95 H 2.57 6.34 -3.53
96 H 1.23 6.83 -4.57
97 H 2.07 8.74 -3.33
98 H 2.31 8.97 -5.06
99 H 4.53 10.08 -5.30
100 H 4.52 8.43 -5.95
101 H 5.80 8.93 -4.83
102 C -1.04 -10.17 2.78
103 O -1.03 -9.32 3.92
104 C -0.95 -7.94 3.61
105 C -2.30 -7.27 3.66
106 O -3.20 -7.76 2.68
107 C -4.12 -8.72 3.18
108 H -1.33 -11.16 3.12
109 H -1.75 -9.82 2.03
110 H -0.04 -10.23 2.33
111 H -0.51 -7.80 2.62
112 H -0.30 -7.47 4.35
113 H -2.16 -6.20 3.46
114 H -2.73 -7.37 4.66
115 H -4.92 -8.23 3.75
116 H -3.63 -9.46 3.81
117 H -4.56 -9.22 2.32


[3]
4 unconnected molecules or ions with the total composition C27H64O8Si6. Source: OMol25; level of theory: ωB97M-V with the def2-TZVPD basis set.

SMILES string: CC(=O)OCCCC1=CC(=O)OC1=O.C[Si](C)(C)O[Si](C)(C)C.C[Si](C)(C)O[Si](C)(C)C.C[Si](C)(C)O[Si](C)(C)C
HOMO energy (eV): -9.901
Molar mass (g mol⁻¹): 685.32
Electronic energy (eV): -92696.1280

Cartesian coordinates (Å):
1 C -1.61 -6.36 -2.72
2 C -2.01 -4.90 -2.90
3 O -1.69 -4.34 -3.88
4 O -2.68 -4.18 -1.93
5 C -4.05 -4.60 -1.84
6 C -4.98 -3.90 -2.85
7 C -6.49 -4.23 -2.65
8 C -6.79 -5.70 -2.47
9 C -6.50 -6.56 -1.51
10 C -7.00 -7.96 -1.80
11 O -7.07 -8.89 -1.14
12 O -7.37 -7.88 -3.14
13 C -7.60 -6.56 -3.46
14 O -8.29 -6.19 -4.30
15 H -2.53 -6.99 -2.73
16 H -1.03 -6.69 -3.59
17 H -1.06 -6.57 -1.79
18 H -4.45 -4.49 -0.82
19 H -4.09 -5.68 -2.05
20 H -4.72 -4.24 -3.86
21 H -4.82 -2.81 -2.74
22 H -6.98 -3.94 -3.59
23 H -6.96 -3.60 -1.88
24 H -5.92 -6.24 -0.63
25 O 2.20 -0.92 -2.01
26 Si 1.10 -1.16 -3.24
27 C 1.69 -2.54 -4.36
28 C 0.92 0.41 -4.25
29 C -0.60 -1.63 -2.61
30 Si 3.80 -0.51 -1.90
31 C 4.41 -0.41 -0.14
32 C 4.08 1.17 -2.70
33 C 4.85 -1.78 -2.80
34 H 2.60 -2.25 -4.90
35 H 0.92 -2.79 -5.10
36 H 1.92 -3.44 -3.78
37 H 0.69 1.26 -3.60
38 H 0.12 0.30 -4.98
39 H 1.84 0.63 -4.79
40 H -1.02 -0.85 -1.98
41 H -0.57 -2.56 -2.05
42 H -1.27 -1.77 -3.46
43 H 3.87 0.34 0.43
44 H 5.47 -0.13 -0.14
45 H 4.32 -1.37 0.37
46 H 3.90 1.13 -3.77
47 H 5.10 1.51 -2.53
48 H 3.40 1.91 -2.27
49 H 4.66 -1.76 -3.88
50 H 4.63 -2.79 -2.44
51 H 5.91 -1.58 -2.64
52 O 0.85 0.00 5.68
53 Si 0.74 -0.07 4.02
54 C 1.25 -1.77 3.43
55 C 1.87 1.21 3.26
56 C -0.99 0.26 3.39
57 Si 2.04 -0.19 6.81
58 C 1.44 0.04 8.56
59 C 3.40 1.07 6.51
60 C 2.78 -1.91 6.68
61 H 2.31 -1.95 3.61
62 H 1.07 -1.87 2.36
63 H 0.68 -2.55 3.94
64 H 1.67 2.20 3.67
65 H 1.72 1.25 2.18
66 H 2.92 0.96 3.44
67 H -1.34 1.25 3.67
68 H -1.70 -0.48 3.77
69 H -0.99 0.19 2.30
70 H 1.03 1.04 8.72
71 H 2.27 -0.10 9.25
72 H 0.67 -0.69 8.82
73 H 3.92 0.87 5.57
74 H 4.14 1.03 7.31
75 H 2.99 2.08 6.47
76 H 3.30 -2.04 5.73
77 H 1.99 -2.67 6.74
78 H 3.49 -2.09 7.49
79 O 0.77 5.77 -0.88
80 Si 0.23 7.34 -0.94
81 C 0.53 8.18 0.71
82 C -1.61 7.36 -1.30
83 C 1.09 8.35 -2.26
84 Si 0.44 4.42 0.03
85 C 1.46 2.93 -0.45
86 C -1.37 3.96 -0.17
87 C 0.78 4.78 1.84
88 H -0.09 7.74 1.49
89 H 0.29 9.24 0.65
90 H 1.58 8.08 1.01
91 H -1.83 6.78 -2.20
92 H -1.95 8.39 -1.46
93 H -2.18 6.94 -0.47
94 H 0.92 7.94 -3.25
95 H 2.16 8.41 -2.08
96 H 0.69 9.37 -2.24
97 H 1.28 2.64 -1.49
98 H 1.18 2.09 0.19
99 H 2.52 3.12 -0.32
100 H -2.02 4.72 0.26
101 H -1.58 3.01 0.33
102 H -1.62 3.85 -1.23
103 H 0.08 5.53 2.23
104 H 1.79 5.16 1.97
105 H 0.67 3.87 2.44


[4]
A single C6H4O molecule. Source: OMol25; level of theory: ωB97M-V with the def2-TZVPD basis set.

HOMO energy (eV): -9.741
Relative energy (zero: lowest compared OMol25 entry of this formula, charge and spin) (kcal per mole): 116.42
Molar mass (g mol⁻¹): 92.10
Electronic energy (eV): -8327.3915

Cartesian coordinates (Å):
1 C 1.41 1.98 0.48
2 C 0.50 0.83 0.49
3 C -0.23 -0.14 0.43
4 C -1.13 -1.28 0.33
5 O -1.80 -1.67 1.24
6 C -0.62 -1.25 -1.69
7 C -1.28 -2.21 -1.20
8 H 2.11 1.94 1.32
9 H 0.85 2.92 0.55
10 H 2.00 2.01 -0.45
11 H -1.81 -3.13 -1.50


[5]
2 unconnected molecules or ions with the total composition C3H9IN3. Source: OMol25; level of theory: ωB97M-V with the def2-TZVPD basis set.

Charge: +1
HOMO energy (eV): -12.081
Relative energy (zero: lowest compared OMol25 entry of this formula, charge and spin) (kcal per mole): 81.67
Molar mass (g mol⁻¹): 214.03
Electronic energy (eV): -15817.4629

Cartesian coordinates (Å):
1 C -0.69 -0.03 0.90
2 C 1.42 0.04 -1.47
3 C 0.06 -0.19 -1.89
4 N -0.69 0.85 1.79
5 N -0.72 0.93 3.18
6 N -0.33 -1.41 -1.99
7 I -1.31 1.33 -2.41
8 H -0.63 -1.06 1.28
9 H 1.37 0.80 -0.54
10 H 1.99 0.46 -2.31
11 H 1.84 -0.94 -1.29
12 H -1.10 0.15 3.64
13 H 0.18 1.17 3.58
14 H -0.60 1.83 1.46
15 H -1.25 -1.84 -2.19
16 H 0.45 -2.08 -1.75


[6]
2 unconnected molecules or ions with the total composition C2H8S2. Source: OMol25; level of theory: ωB97M-V with the def2-TZVPD basis set.

SMILES string: CCS.S
HOMO energy (eV): -9.130
Relative energy (zero: lowest compared OMol25 entry of this formula, charge and spin) (kcal per mole): 4.88
Molar mass (g mol⁻¹): 96.22
Electronic energy (eV): -23873.9354

Cartesian coordinates (Å):
1 S 1.60 -0.22 -2.37
2 H 1.93 -0.25 -1.07
3 H 0.46 -0.93 -2.15
4 C -2.46 -0.34 1.52
5 C -1.12 -0.57 0.82
6 S 0.20 0.67 1.31
7 H -2.93 0.59 1.22
8 H -3.14 -1.14 1.21
9 H -2.33 -0.36 2.59
10 H -1.22 -0.41 -0.24
11 H -0.71 -1.53 1.09
12 H -0.48 1.65 0.70


[7]
A molecular structure, C3H4N2OS. Source: OMol25; level of theory: ωB97M-V with the def2-TZVPD basis set.

HOMO energy (eV): -9.194
Relative energy (zero: lowest compared OMol25 entry of this formula, charge and spin) (kcal per mole): 91.30
Molar mass (g mol⁻¹): 116.14
Electronic energy (eV): -19035.0892

Cartesian coordinates (Å):
1 C 0.32 -0.60 1.08
2 C -0.11 -0.34 -0.36
3 C -1.28 0.57 -0.63
4 N 1.71 -0.47 1.35
5 N 2.44 -0.03 0.41
6 O -0.55 -0.84 1.93
7 S 1.95 0.66 -0.89
8 H -0.02 -1.25 -0.90
9 H -1.21 1.00 -1.73
10 H -1.21 1.44 0.16
11 H -2.04 -0.15 -0.42


[8]
2 unconnected molecules or ions with the total composition C9H16Si. Source: OMol25; level of theory: ωB97M-V with the def2-TZVPD basis set.

HOMO energy (alpha / beta) (eV): -7.060 / -6.494
Relative energy (zero: lowest compared OMol25 entry of this formula, charge and spin) (kcal per mole): 81.58
Molar mass (g mol⁻¹): 152.31
Electronic energy (eV): -17465.3365

Cartesian coordinates (Å):
1 C 4.19 1.01 0.29
2 C 0.03 -3.34 0.54
3 C 3.29 0.26 -0.38
4 C 2.46 -0.70 0.21
5 C 1.52 -1.45 -0.50
6 C 0.65 -2.31 0.05
7 C -0.57 2.59 0.16
8 C -3.26 -1.03 0.07
9 C -1.53 1.56 0.74
10 Si -1.78 0.06 -0.40
11 H 4.80 1.75 -0.20
12 H 4.33 0.89 1.35
13 H -0.96 -3.29 0.96
14 H 0.49 -4.32 0.56
15 H 3.18 0.41 -1.45
16 H 2.54 -0.87 1.28
17 H 1.44 -1.26 -1.56
18 H 0.41 2.15 -0.03
19 H -0.95 2.99 -0.78
20 H -0.43 3.42 0.85
21 H -4.17 -0.68 -0.41
22 H -3.11 -2.06 -0.26
23 H -3.43 -1.04 1.14
24 H -2.49 2.04 0.93
25 H -1.15 1.24 1.72
26 H -1.70 0.37 -1.82


Which of these has the lowest electronic energy? C50H62IrN6OP2SSi2